Below is a gas-phase ion, C4H12N2O (charge +2), with properties calculated with ωB97M-V with the def2-TZVPD basis set.

Values from the calculation:
- LUMO level: -7.3753 eV
- Structure (SMILES): [NH3+]CC[C@@H]([NH3+])C=O
- HOMO-LUMO gap: 10.94 eV
- Spin multiplicity: 1
- Relative energy (zero: lowest compared OMol25 entry of this formula, charge and spin): 0.353 eV
- Charge: +2

CARTESIAN COORDINATES (ANGSTROEM)
N: 0.982 -2.634 0.678
C: 0.041 -1.558 0.205
C: 0.229 -0.232 0.921
C: -0.481 0.890 0.121
N: -0.441 2.193 0.922
C: -0.019 1.100 -1.322
O: -0.500 0.417 -2.173
H: 0.827 -2.823 1.673
H: 1.978 -2.413 0.528
H: 0.823 -3.510 0.172
H: 0.180 -1.457 -0.873
H: -0.969 -1.947 0.320
H: -0.267 -0.262 1.899
H: 1.266 0.076 1.104
H: -1.528 0.608 0.053
H: -1.338 2.362 1.387
H: -0.336 2.988 0.280
H: 0.353 2.267 1.562
H: 0.745 1.858 -1.550